C7H8FN3S | the ωB97M-V functional and the def2-TZVPD basis

The calculation puts the LUMO energy at 0.4820 eV. The total energy is -933.80147 a.u. The calculation puts the molar mass at 185.2 g/mol. The value obtained for the energy relative to the best compared isomer or geometry (same formula, charge and spin) is 0.0 kcal per mole. The HOMO energy comes out at -0.3173 Eh. The calculation puts the max |F| at 4.60 eV Å⁻¹.

Geometry (Å):
C: -0.4715 0.7322 1.9404
C: 0.5707 0.4818 -0.2317
C: -0.5374 0.0177 -0.9656
C: -0.4395 -0.4843 -2.2591
C: 0.8108 -0.5604 -2.8209
C: 1.9829 -0.1010 -2.1688
C: 1.8509 0.3060 -0.7889
H: -1.7099 -1.3965 3.5853
H: -2.6359 0.0138 2.8721
H: -0.6416 -1.2370 1.2537
H: 0.6438 2.1307 1.0752
H: -1.5567 0.1592 -0.5207
H: -1.2981 -0.6671 -2.8778
H: 1.1272 -0.9314 -3.8369
H: 2.7466 0.6016 -0.1923
N: -2.0882 -0.9359 2.6393
N: -1.0549 -0.5289 1.8283
N: 0.3378 1.1405 0.9112
F: 3.2254 -0.4785 -2.6544
S: -0.8625 1.7377 3.2116